(1)
{
  "formula": "C21H30N2O4S",
  "method": "ωB97M-V/def2-TZVPD",
  "elements": ["C", "H", "H", "H", "C", "C", "H", "H", "H", "O", "C", "C", "C", "N", "C", "N", "C", "C", "H", "H", "C", "C", "O", "C", "C", "C", "C", "C", "C", "H", "H", "O", "C", "C", "H", "O", "H", "H", "H", "H", "C", "H", "H", "C", "H", "H", "H", "H", "H", "S", "H", "H", "H", "H", "H", "H", "H", "H"],
  "coordinates": [[-5.4660, -1.1847, 1.9233], [-4.9048, -1.7714, 2.6469], [-6.3994, -0.8624, 2.3758], [-4.8951, -0.2950, 1.6689], [-5.7639, -2.0346, 0.6869], [-6.7293, -3.1675, 1.0237], [-7.6750, -2.7643, 1.3742], [-6.2977, -3.7957, 1.7981], [-6.9060, -3.7798, 0.1433], [-4.5944, -2.6600, 0.1667], [-3.6843, -1.8217, -0.4996], [-4.1570, -1.3892, -1.9044], [-4.3232, 0.1274, -2.0335], [-3.0621, 0.8057, -1.8629], [-2.7237, 1.5394, -0.7778], [-1.4425, 1.9768, -0.6716], [-1.0301, 2.7064, 0.5131], [-0.4742, 1.7484, 1.5666], [-0.1071, 2.3284, 2.4132], [-1.2839, 1.1029, 1.9135], [0.6586, 0.8792, 1.0078], [1.9391, 1.6798, 0.8018], [1.9707, 2.8860, 0.9137], [3.1583, 0.9207, 0.4288], [3.3114, -0.4496, 0.6214], [4.4897, -1.0855, 0.2638], [5.5497, -0.3467, -0.2785], [5.3879, 1.0186, -0.4932], [4.2116, 1.6408, -0.1428], [4.0858, 2.7015, -0.2944], [6.2097, 1.5677, -0.9238], [6.7460, -0.9197, -0.5952], [6.9205, -2.2099, -0.0483], [5.6504, -3.0371, -0.2349], [5.7650, -4.0400, 0.1781], [4.5744, -2.4403, 0.4555], [5.4160, -3.1036, -1.3064], [7.7671, -2.6562, -0.5714], [7.1477, -2.1310, 1.0233], [2.5432, -1.0608, 1.0660], [0.2233, 0.2335, -0.3177], [1.0581, -0.2929, -0.7824], [-0.5752, -0.4865, -0.1197], [-0.3064, 1.3092, -1.2718], [-0.5522, 0.8699, -2.2396], [0.4669, 2.0649, -1.4418], [0.8796, 0.0901, 1.7334], [-1.8911, 3.2413, 0.9134], [-0.2653, 3.4279, 0.2198], [-3.8825, 1.9644, 0.3363], [-2.3465, 0.5500, -2.5241], [-5.0031, 0.5108, -1.2698], [-4.7260, 0.3744, -3.0217], [-3.4456, -1.7351, -2.6578], [-5.1123, -1.8718, -2.1139], [-2.7726, -2.4216, -0.5756], [-3.4612, -0.9347, 0.1056], [-6.2155, -1.3943, -0.0868]],
  "smiles": "CC(C)OCCCNC(=S)N1CCC(C(=O)c2ccc3c(c2)OCCO3)CC1",
  "relative_energy_kcal_mol": 19.05,
  "total_charge": 0,
  "multiplicity": 1,
  "homo_energy_ev": -7.91,
  "mol_weight_g_mol": 406.55
}

(2)
{
  "formula": "C21H30N4O3",
  "method": "ωB97M-V/def2-TZVPD",
  "elements": ["C", "C", "C", "C", "N", "C", "C", "C", "C", "H", "H", "H", "H", "H", "H", "H", "H", "H", "C", "C", "C", "C", "C", "C", "O", "N", "H", "N", "C", "O", "N", "C", "C", "C", "C", "C", "C", "H", "H", "H", "H", "H", "H", "H", "O", "H", "H", "H", "H", "H", "H", "H", "H", "H", "H", "H", "H", "H"],
  "coordinates": [[2.1737, -2.3355, 2.6920], [2.8144, -2.5584, 1.3274], [3.1107, -1.2367, 0.6240], [3.7079, -1.4715, -0.7719], [4.1850, -0.3150, -1.5039], [5.3098, 0.3994, -0.9262], [6.5901, -0.4500, -0.8970], [6.9182, -1.0333, 0.4768], [8.1916, -1.8696, 0.4372], [9.0350, -1.2666, 0.1077], [8.0787, -2.7033, -0.2526], [8.4193, -2.2683, 1.4231], [7.0463, -0.2152, 1.1900], [6.0942, -1.6532, 0.8314], [7.4317, 0.1721, -1.2082], [6.4907, -1.2514, -1.6304], [5.4787, 1.2658, -1.5702], [5.0981, 0.7813, 0.0849], [3.1530, 0.5481, -2.0460], [2.4566, 1.4405, -1.0609], [2.8633, 2.5765, -0.4116], [1.8076, 2.9506, 0.4430], [0.8198, 2.0156, 0.2619], [-0.4894, 1.8922, 0.8932], [-0.9504, 2.6933, 1.6926], [-1.1507, 0.7448, 0.5808], [-0.9568, 0.1908, -0.2459], [-2.4586, 0.5897, 1.0523], [-3.3811, 0.0762, 0.1553], [-3.0187, -0.4428, -0.8794], [-4.6595, 0.1581, 0.6274], [-5.8310, -0.3576, 0.0615], [-5.8487, -1.0300, -1.1558], [-7.0459, -1.5084, -1.6565], [-8.2290, -1.3255, -0.9614], [-8.2117, -0.6552, 0.2503], [-7.0220, -0.1733, 0.7607], [-7.0114, 0.3493, 1.7076], [-9.1280, -0.5063, 0.8021], [-9.1590, -1.7020, -1.3596], [-7.0509, -2.0301, -2.6019], [-4.9298, -1.1740, -1.6981], [-4.7853, 0.6053, 1.5247], [-2.6784, 1.3608, 1.6794], [1.2165, 1.1020, -0.6594], [1.7652, 3.7877, 1.1084], [3.7973, 3.0847, -0.5354], [3.6195, 1.1721, -2.8164], [2.4009, -0.0866, -2.5213], [2.9566, -1.9605, -1.3997], [4.5499, -2.1619, -0.6817], [2.1830, -0.6716, 0.5436], [3.8074, -0.6550, 1.2314], [2.1432, -3.1547, 0.7048], [3.7415, -3.1244, 1.4486], [2.8346, -1.7569, 3.3342], [1.9675, -3.2858, 3.1789], [1.2370, -1.7918, 2.5886]],
  "smiles": "CCCCN(CCCC)Cc1ccc(C(=O)NNC(=O)Nc2ccccc2)o1",
  "relative_energy_kcal_mol": 68.76,
  "total_charge": 0,
  "multiplicity": 1,
  "homo_energy_ev": -8.32,
  "mol_weight_g_mol": 386.50
}

(3)
{
  "formula": "C21H30N4O5PS3Zn",
  "method": "ωB97M-V/def2-TZVPD",
  "elements": ["Zn", "C", "S", "C", "S", "N", "N", "C", "C", "C", "C", "C", "C", "N", "H", "H", "H", "H", "H", "H", "H", "H", "O", "N", "C", "C", "C", "C", "C", "S", "H", "H", "H", "H", "C", "C", "C", "C", "O", "P", "O", "O", "O", "C", "C", "C", "C", "H", "H", "H", "H", "H", "H", "H", "H", "H", "H", "H", "H", "H", "H", "H", "H", "H", "H"],
  "coordinates": [[0.0838, -0.0709, 0.3286], [3.2907, -1.6941, 4.4709], [2.0716, -0.3559, 4.6480], [1.4557, -0.2624, 2.9838], [-0.0880, 0.4534, 2.7756], [2.2478, -0.7204, 2.0842], [1.7757, -0.9233, 0.8547], [2.4885, -1.7672, -1.3223], [1.2173, -1.7145, -2.0840], [1.2376, -2.1638, -3.4179], [0.0640, -2.2669, -4.1221], [-1.1209, -1.8858, -3.4958], [-1.0538, -1.4255, -2.1946], [0.0724, -1.3456, -1.5013], [3.7035, -1.8769, 5.4578], [4.0559, -1.3681, 3.7767], [2.7877, -2.5767, 4.0899], [3.3437, -1.6952, -2.0096], [2.1871, -2.4361, -3.8581], [0.0607, -2.6238, -5.1463], [-2.0709, -1.9357, -4.0086], [-1.9374, -1.0836, -1.6786], [1.2862, 1.1638, -0.7590], [2.5065, 0.6190, -0.7859], [3.4852, 1.2825, -1.3876], [4.8031, 0.9066, -1.2926], [5.1299, -0.1257, -0.3746], [4.1605, -0.8279, 0.2402], [2.7261, -0.7241, -0.1875], [2.4017, -3.4623, -0.6985], [3.1684, 2.1838, -1.8989], [5.5688, 1.4414, -1.8329], [6.1739, -0.2953, -0.1323], [4.3611, -1.5742, 0.9908], [-2.9185, -2.4946, 1.0055], [-4.2496, -2.0098, 0.4368], [-4.7642, -2.9961, -0.6238], [-5.2734, -1.8820, 1.5711], [-4.1079, -0.7727, -0.2306], [-3.2424, 0.4804, 0.4445], [-3.6669, 0.7087, 1.8414], [-1.8069, 0.3190, 0.0648], [-3.7182, 1.6429, -0.5850], [-5.0088, 2.1684, -0.7744], [-5.8970, 2.0393, 0.4613], [-5.6634, 1.4385, -1.9557], [-4.8107, 3.6531, -1.1160], [-3.0367, -3.4654, 1.4859], [-2.5619, -1.7700, 1.7328], [-2.1741, -2.5757, 0.2167], [-4.9381, -3.9736, -0.1785], [-4.0318, -3.0904, -1.4208], [-5.6942, -2.6274, -1.0537], [-5.3734, -2.8305, 2.0963], [-6.2444, -1.5850, 1.1750], [-4.9252, -1.1133, 2.2538], [-6.0719, 0.9899, 0.6729], [-6.8478, 2.5483, 0.2976], [-5.3882, 2.4644, 1.3203], [-5.7012, 0.3777, -1.7271], [-5.0596, 1.5725, -2.8498], [-6.6705, 1.8147, -2.1354], [-4.3669, 4.1591, -0.2629], [-5.7604, 4.1241, -1.3691], [-4.1230, 3.7407, -1.9531]],
  "relative_energy_kcal_mol": 45.18,
  "total_charge": -2,
  "multiplicity": 2,
  "homo_energy_ev": [-0.53, -0.50],
  "mol_weight_g_mol": 611.06,
  "s2": 0.76
}

(4)
{
  "formula": "C21H30N6O",
  "method": "ωB97M-V/def2-TZVPD",
  "elements": ["C", "H", "H", "H", "C", "C", "C", "H", "H", "C", "N", "C", "O", "C", "C", "H", "H", "C", "N", "C", "C", "C", "N", "C", "N", "C", "N", "N", "H", "C", "H", "H", "C", "H", "H", "C", "H", "H", "C", "H", "C", "H", "H", "H", "H", "H", "H", "H", "C", "C", "H", "H", "H", "H", "H", "H", "H", "H"],
  "coordinates": [[-8.0623, -1.4130, -0.5456], [-7.5484, -1.2930, -1.4972], [-8.1742, -2.4771, -0.3487], [-9.0542, -0.9762, -0.6352], [-7.2771, -0.7422, 0.5794], [-5.9389, -1.4640, 0.7976], [-4.9304, -0.5417, 1.4730], [-5.3647, -0.1535, 2.3947], [-4.0272, -1.0923, 1.7435], [-4.5470, 0.6287, 0.5516], [-3.3524, 0.3140, -0.2081], [-2.1953, 0.9964, -0.0917], [-2.0593, 1.9604, 0.6313], [-1.0540, 0.4184, -0.9291], [0.0023, 1.4900, -1.1935], [0.2690, 1.9431, -0.2377], [-0.4104, 2.2736, -1.8302], [1.2328, 0.8776, -1.8629], [1.7749, -0.2140, -1.0872], [2.9671, -0.1644, -0.4413], [3.6873, 0.9717, -0.0794], [4.9454, 0.8317, 0.5341], [5.5456, -0.2975, 0.8145], [4.8686, -1.3850, 0.4905], [5.2114, -2.6502, 0.6503], [4.1808, -3.3295, 0.1479], [3.1936, -2.5993, -0.3270], [3.6025, -1.3338, -0.1175], [4.1457, -4.4003, 0.1248], [5.5296, 2.1696, 0.8634], [6.0477, 2.1592, 1.8198], [6.2530, 2.4423, 0.0910], [4.3075, 3.0902, 0.8327], [4.5578, 4.1137, 0.5597], [3.8371, 3.1037, 1.8169], [3.3539, 2.4385, -0.1818], [2.3138, 2.6612, 0.0495], [3.5771, 2.8152, -1.1852], [0.8055, -1.2742, -0.9108], [0.4961, -1.6287, -1.9015], [-0.4121, -0.7394, -0.1541], [-0.1000, -0.3789, 0.8284], [-1.1298, -1.5485, -0.0071], [1.2580, -2.1081, -0.3781], [0.9361, 0.4657, -2.8373], [1.9968, 1.6289, -2.0394], [-1.4489, 0.0432, -1.8799], [-3.3983, -0.4898, -0.8143], [-5.7003, 0.9778, -0.3996], [-7.0428, 0.7501, 0.2854], [-7.0600, 1.3227, 1.2141], [-7.8482, 1.1277, -0.3461], [-5.6079, 2.0157, -0.7214], [-5.6385, 0.3512, -1.2923], [-4.2790, 1.5000, 1.1561], [-6.0979, -2.3540, 1.4086], [-5.5405, -1.7986, -0.1629], [-7.8680, -0.8212, 1.4978]],
  "smiles": "C[C@H]1CC[C@@H](NC(=O)C2CCN(c3c4c(nc5ncnn35)CCC4)CC2)CC1",
  "relative_energy_kcal_mol": 24.46,
  "total_charge": 0,
  "multiplicity": 1,
  "homo_energy_ev": -8.10,
  "mol_weight_g_mol": 382.51
}

Repeat the third record exactly.
{
  "formula": "C21H30N4O5PS3Zn",
  "method": "ωB97M-V/def2-TZVPD",
  "elements": ["Zn", "C", "S", "C", "S", "N", "N", "C", "C", "C", "C", "C", "C", "N", "H", "H", "H", "H", "H", "H", "H", "H", "O", "N", "C", "C", "C", "C", "C", "S", "H", "H", "H", "H", "C", "C", "C", "C", "O", "P", "O", "O", "O", "C", "C", "C", "C", "H", "H", "H", "H", "H", "H", "H", "H", "H", "H", "H", "H", "H", "H", "H", "H", "H", "H"],
  "coordinates": [[0.0838, -0.0709, 0.3286], [3.2907, -1.6941, 4.4709], [2.0716, -0.3559, 4.6480], [1.4557, -0.2624, 2.9838], [-0.0880, 0.4534, 2.7756], [2.2478, -0.7204, 2.0842], [1.7757, -0.9233, 0.8547], [2.4885, -1.7672, -1.3223], [1.2173, -1.7145, -2.0840], [1.2376, -2.1638, -3.4179], [0.0640, -2.2669, -4.1221], [-1.1209, -1.8858, -3.4958], [-1.0538, -1.4255, -2.1946], [0.0724, -1.3456, -1.5013], [3.7035, -1.8769, 5.4578], [4.0559, -1.3681, 3.7767], [2.7877, -2.5767, 4.0899], [3.3437, -1.6952, -2.0096], [2.1871, -2.4361, -3.8581], [0.0607, -2.6238, -5.1463], [-2.0709, -1.9357, -4.0086], [-1.9374, -1.0836, -1.6786], [1.2862, 1.1638, -0.7590], [2.5065, 0.6190, -0.7859], [3.4852, 1.2825, -1.3876], [4.8031, 0.9066, -1.2926], [5.1299, -0.1257, -0.3746], [4.1605, -0.8279, 0.2402], [2.7261, -0.7241, -0.1875], [2.4017, -3.4623, -0.6985], [3.1684, 2.1838, -1.8989], [5.5688, 1.4414, -1.8329], [6.1739, -0.2953, -0.1323], [4.3611, -1.5742, 0.9908], [-2.9185, -2.4946, 1.0055], [-4.2496, -2.0098, 0.4368], [-4.7642, -2.9961, -0.6238], [-5.2734, -1.8820, 1.5711], [-4.1079, -0.7727, -0.2306], [-3.2424, 0.4804, 0.4445], [-3.6669, 0.7087, 1.8414], [-1.8069, 0.3190, 0.0648], [-3.7182, 1.6429, -0.5850], [-5.0088, 2.1684, -0.7744], [-5.8970, 2.0393, 0.4613], [-5.6634, 1.4385, -1.9557], [-4.8107, 3.6531, -1.1160], [-3.0367, -3.4654, 1.4859], [-2.5619, -1.7700, 1.7328], [-2.1741, -2.5757, 0.2167], [-4.9381, -3.9736, -0.1785], [-4.0318, -3.0904, -1.4208], [-5.6942, -2.6274, -1.0537], [-5.3734, -2.8305, 2.0963], [-6.2444, -1.5850, 1.1750], [-4.9252, -1.1133, 2.2538], [-6.0719, 0.9899, 0.6729], [-6.8478, 2.5483, 0.2976], [-5.3882, 2.4644, 1.3203], [-5.7012, 0.3777, -1.7271], [-5.0596, 1.5725, -2.8498], [-6.6705, 1.8147, -2.1354], [-4.3669, 4.1591, -0.2629], [-5.7604, 4.1241, -1.3691], [-4.1230, 3.7407, -1.9531]],
  "relative_energy_kcal_mol": 45.18,
  "total_charge": -2,
  "multiplicity": 2,
  "homo_energy_ev": [-0.53, -0.50],
  "mol_weight_g_mol": 611.06,
  "s2": 0.76
}